Molecular formula: C62H57N9O22
Method: DFT, wB97M-V/def2-TZVPD

As for the net charge: 0. As for the SMILES: O=[N+]([O-])c1ccccc1.O=[N+]([O-])c1ccccc1.O=[N+]([O-])c1ccccc1.O=[N+]([O-])c1ccccc1.O=[N+]([O-])c1ccccc1.O=[N+]([O-])c1ccccc1.O=[N+]([O-])c1ccccc1.O=[N+]([O-])c1ccccc1.O=[N+]([O-])c1ccccc1.O=C1CCCO1.O=C1CCCO1. The value obtained for the energy above the lowest of the compared OMol25 structures with the same formula, charge and spin is 87.32 kJ/mol.

The geometry in XYZ format:
```
150
C62H57N9O22, DFT wB97M-V/def2-TZVPD
H 3.781 -1.211 -1.752
H 0.343 -2.379 0.778
H -4.147 3.494 1.071
C 2.105 6.144 -2.674
H 5.411 -1.752 1.349
C -1.558 -1.535 4.589
O 3.320 -4.358 -0.547
C -3.505 2.365 2.709
H -1.246 7.208 2.412
C 4.845 -1.433 -5.771
H 1.899 -1.551 2.261
H -0.385 -3.185 -4.659
C -5.255 1.145 3.950
C 0.236 0.087 -0.830
H -6.539 2.977 1.381
H 0.029 -3.207 2.259
O -2.840 3.841 -2.631
C -5.060 -1.852 1.410
H -0.276 -0.651 -2.830
C -4.125 -1.453 0.481
H 3.872 2.132 -4.671
O -1.241 1.075 0.566
N -0.299 -5.214 -2.792
H -2.233 7.269 0.175
O 2.635 4.516 2.041
C -3.559 -2.594 -3.643
H -4.181 0.232 -2.796
C 4.076 1.114 -4.968
H -1.844 5.605 -1.459
C -1.383 5.393 -0.506
C 5.786 -0.427 -5.608
H -4.221 -0.619 -0.199
C 8.261 -3.409 0.708
H 2.056 0.395 -5.021
H 1.968 -1.353 -3.360
C -4.888 0.995 -3.124
H -2.214 -2.318 4.237
C 2.664 -3.961 0.388
O -4.764 -0.399 5.573
N 0.059 4.915 3.470
H 6.117 1.615 -5.130
H -4.766 -3.940 -2.421
C 2.176 6.060 -0.188
H -5.570 2.811 -2.187
O 7.995 -5.514 -0.223
H -0.924 -0.889 2.627
H 2.935 4.478 -3.732
C -0.811 4.194 -0.171
H 2.175 -3.165 3.058
C 6.890 -3.133 0.535
O 0.700 -4.955 -3.437
C -0.835 -0.707 3.688
C -1.046 6.389 1.738
C -3.849 -3.733 -2.953
O 3.025 -2.916 1.205
C 3.489 -1.129 -5.598
O -1.956 0.689 -1.443
H -5.283 1.928 -5.155
C 3.096 0.182 -5.222
H 10.217 -2.693 1.304
H -1.708 -3.803 1.127
C 2.554 -0.223 -0.204
C -2.855 -2.152 0.392
H 1.734 6.666 -3.544
O -2.998 -3.025 6.402
H 6.837 -0.651 -5.718
H 6.276 -3.727 -0.126
C -4.509 2.760 1.775
C -4.516 1.514 -4.500
H 1.197 0.730 1.034
C -2.392 -2.359 -4.286
C 1.282 -4.419 0.763
H 6.831 -0.332 2.395
C -0.060 0.336 4.141
C 2.038 -2.623 2.122
C -1.296 -3.204 -4.081
O -0.462 -5.983 -1.833
H -2.211 -1.887 -0.433
O 1.337 -1.870 -5.643
H 3.331 -0.047 0.526
C 2.981 4.202 -1.535
C -0.310 4.113 1.151
O -3.578 2.518 -4.317
H 5.144 -2.447 -5.992
H -4.068 0.741 -5.125
C -4.833 -2.994 2.239
H -2.479 2.675 2.576
O -2.174 -1.948 8.108
H -3.408 -4.421 2.851
C 0.088 0.505 5.489
C -2.715 -4.558 -2.640
N 8.801 -4.653 0.095
N 2.910 3.928 0.975
C 2.699 4.751 -0.274
H 0.034 3.165 1.539
H -2.177 -1.548 -4.966
C 9.149 -2.536 1.301
C -1.436 -1.333 5.984
C 0.476 -0.536 -2.064
O -6.852 0.001 5.123
N -1.100 0.655 -0.571
C -3.601 2.968 -3.016
N -2.265 -2.160 6.890
C 6.448 -2.045 1.282
C 7.297 -1.213 1.978
C -4.655 2.228 -2.285
H 0.797 1.237 5.847
H -3.076 0.944 4.277
C -1.496 -4.340 -3.241
N -5.988 -3.387 3.174
C -0.419 5.194 2.107
O 10.023 -4.791 -0.034
H 2.006 6.549 0.760
C 2.809 -0.842 -1.461
C 5.391 0.821 -5.223
C -6.224 1.672 3.027
O -6.033 -4.518 3.581
H -4.345 -1.853 -3.662
H 1.284 7.621 -1.419
H -4.254 1.980 -1.303
H 0.461 0.989 3.456
C 8.587 -1.469 2.017
H 3.543 3.296 -1.706
O 0.372 5.827 4.216
C -5.807 2.481 2.000
H 9.186 -0.709 2.496
O 3.277 2.807 0.797
N -5.647 0.189 4.936
C -0.574 -0.341 6.413
H 0.674 -4.826 -0.046
C -3.607 -3.652 2.119
O 0.103 3.725 3.846
C 1.278 0.221 0.085
C 1.806 6.676 -1.398
O 2.790 -3.290 -6.243
C 2.735 4.886 -2.752
H -7.267 1.584 3.291
C -3.863 1.506 3.798
H -0.488 -0.248 7.486
H -0.854 3.411 -0.913
H -5.918 0.641 -3.152
C -1.589 6.445 0.448
H -5.977 -1.282 1.421
H 1.384 -5.182 1.534
C -2.629 -3.253 1.250
H -2.842 -5.312 -1.878
C 1.788 -0.933 -2.382
C 0.767 -3.113 1.463
O -6.794 -2.559 3.461
N 2.484 -2.173 -5.864
```

Atomic partial charges in e from the Mulliken method, atoms 1 to 4: 0.7560, -0.4485, 0.5269, -0.7315